Entry 1:
C54H46AuF4Ge2N9P2 | the ωB97M-V functional and the def2-TZVPD basis

Structure (XYZ):
```
118
C54H46AuF4Ge2N9P2, DFT the ωB97M-V functional and the def2-TZVPD basis
Au -1.310 1.710 -0.845
C 1.567 0.736 2.657
C 2.012 0.612 1.197
P 3.471 1.603 0.753
C 4.764 1.567 1.926
C 5.746 2.581 1.919
C 6.785 2.533 2.826
C 6.892 1.458 3.704
C 5.970 0.414 3.667
C 4.926 0.448 2.769
C 3.011 3.243 0.242
C 3.180 4.368 1.058
C 2.896 5.625 0.550
C 2.443 5.768 -0.758
C 2.245 4.649 -1.559
C 2.532 3.389 -1.064
P 0.745 2.308 3.162
C 0.631 1.868 4.938
C 1.733 2.191 5.729
C 1.771 1.835 7.070
C 0.697 1.168 7.641
C -0.409 0.849 6.866
C -0.446 1.200 5.520
C -0.992 2.075 2.623
C -1.584 0.967 2.010
C -2.954 0.962 1.725
C -3.746 2.055 2.034
C -3.169 3.160 2.648
C -1.811 3.167 2.926
H 2.417 0.662 3.328
H 0.918 -0.103 2.904
H 1.228 0.927 0.500
H 2.249 -0.428 0.952
H 5.698 3.386 1.199
H 7.528 3.320 2.837
H 7.724 1.413 4.395
H 6.083 -0.432 4.333
H 4.248 -0.394 2.706
H 3.518 4.263 2.080
H 3.051 6.499 1.171
H 2.255 6.757 -1.157
H 1.895 4.764 -2.577
H 2.422 2.522 -1.707
H 2.565 2.740 5.297
H 2.631 2.094 7.674
H 0.715 0.912 8.693
H -1.250 0.331 7.309
H -1.323 0.954 4.934
H -1.011 0.065 1.807
H -3.402 0.091 1.257
H -4.806 2.043 1.811
H -3.782 4.011 2.919
H -1.373 4.035 3.411
N -0.192 6.638 0.691
N -0.718 5.641 -0.069
N -1.568 5.891 -1.048
C -1.877 4.664 -1.437
N -1.221 3.754 -0.704
N -0.471 4.404 0.181
H -0.347 7.546 0.284
H 0.710 6.411 1.077
H -2.574 4.439 -2.228
F -4.355 -2.127 -5.567
C -3.109 -1.752 -5.794
C -2.538 -2.078 -6.970
F -3.240 -2.742 -7.848
C -1.142 -1.778 -7.259
C -0.431 -1.050 -6.216
C -1.024 -0.726 -5.057
F -0.337 -0.024 -4.157
C -2.383 -1.071 -4.763
C -2.964 -0.774 -3.534
C -2.205 -0.417 -2.415
N -1.646 -0.275 -1.400
C -4.381 -0.816 -3.281
N -5.493 -0.837 -2.991
F 0.809 -0.676 -6.418
C -0.535 -2.188 -8.399
C -1.237 -2.797 -9.494
N -1.739 -3.293 -10.401
C 0.888 -2.102 -8.590
N 2.030 -2.099 -8.714
C -5.038 -3.153 -0.967
Ge -3.653 -3.730 0.238
C -3.068 -5.564 0.078
C -3.816 -3.039 2.035
Ge -1.461 -2.764 -0.610
C -0.058 -3.105 0.650
C 1.108 -3.790 0.275
C 1.986 -4.252 1.248
C 1.712 -4.036 2.595
C 0.549 -3.379 2.979
C -0.332 -2.920 2.013
C -0.770 -3.164 -2.373
C 0.485 -2.711 -2.802
C 1.023 -3.159 -4.000
C 0.307 -4.058 -4.789
C -0.952 -4.490 -4.392
C -1.490 -4.039 -3.190
H -5.979 -3.612 -0.654
H -4.835 -3.461 -1.993
H -5.160 -2.071 -0.931
H -3.826 -6.189 0.556
H -2.117 -5.727 0.586
H -2.987 -5.860 -0.966
H -4.865 -3.114 2.327
H -3.525 -1.991 2.086
H -3.219 -3.624 2.732
H 1.325 -3.989 -0.765
H 2.871 -4.801 0.954
H 2.398 -4.404 3.350
H 0.321 -3.240 4.030
H -1.248 -2.431 2.325
H 1.049 -2.012 -2.193
H 2.005 -2.825 -4.316
H 0.740 -4.429 -5.711
H -1.509 -5.188 -5.005
H -2.472 -4.388 -2.887
```

spin multiplicity	2
maximum force	0.016	Eh/bohr
<S²>	0.7657
HOMO level (spin up / spin down)	-14.5 / -14.5	eV
energy relative to the best compared isomer or geometry (same formula, charge and spin)	41.04	kcal/mol
lowest unoccupied orbital energy (spin up / spin down)	-9.98 / -9.98	eV
total charge	+3

***

Entry 2:
C54H46ClN3O4P2RuSe2Te | the ωB97M-V functional and the def2-TZVPD basis

Structure (XYZ):
```
114
C54H46ClN3O4P2RuSe2Te, DFT the ωB97M-V functional and the def2-TZVPD basis
Ru 0.423 0.024 -0.047
Te -1.703 -0.028 -4.360
C -3.263 -1.386 -4.842
C -4.591 -1.092 -4.553
C -5.560 -2.060 -4.769
N -5.304 -3.280 -5.249
C -4.031 -3.548 -5.534
C -2.988 -2.648 -5.353
C -1.757 -0.384 -2.296
P -1.409 1.075 -1.271
C -2.461 0.883 0.263
C -2.586 1.989 1.110
C -3.320 1.903 2.284
C -3.964 0.715 2.625
C -3.869 -0.378 1.772
C -3.121 -0.293 0.602
C -2.397 2.426 -2.039
C -1.850 3.615 -2.498
C -2.658 4.559 -3.127
C -4.011 4.315 -3.303
C -4.562 3.122 -2.844
C -3.759 2.185 -2.216
P -0.492 -1.442 -1.571
C -1.410 -2.981 -1.118
C -0.908 -3.838 -0.141
C -1.602 -4.984 0.234
C -2.811 -5.289 -0.376
C -3.321 -4.442 -1.353
C -2.628 -3.295 -1.716
C 0.642 -2.095 -2.857
C 1.576 -1.205 -3.388
C 2.463 -1.607 -4.371
C 2.437 -2.917 -4.837
C 1.523 -3.814 -4.308
C 0.629 -3.405 -3.321
H -4.863 -0.125 -4.147
H -6.600 -1.850 -4.539
H -3.829 -4.544 -5.917
H -1.970 -2.938 -5.586
H -2.086 2.916 0.837
H -3.397 2.768 2.933
H -4.549 0.651 3.535
H -4.380 -1.303 2.012
H -3.058 -1.149 -0.063
H -0.798 3.804 -2.348
H -2.224 5.487 -3.480
H -4.638 5.048 -3.796
H -5.619 2.924 -2.979
H -4.180 1.249 -1.865
H 0.042 -3.610 0.327
H -1.200 -5.631 1.005
H -3.356 -6.180 -0.089
H -4.267 -4.670 -1.831
H -3.035 -2.613 -2.453
H 1.590 -0.187 -3.014
H 3.174 -0.899 -4.781
H 3.128 -3.236 -5.608
H 1.501 -4.838 -4.661
H -0.085 -4.113 -2.920
C -0.028 -3.062 3.042
C -0.162 -1.892 2.277
N 0.783 -1.461 1.468
C 1.940 -2.169 1.396
C 2.168 -3.328 2.134
C 1.139 -3.778 2.972
C 3.436 -4.016 1.990
C 4.377 -3.562 1.148
C 4.154 -2.368 0.357
C 5.090 -1.852 -0.548
C 4.798 -0.701 -1.235
C 3.558 -0.077 -1.021
N 2.658 -0.562 -0.195
C 2.950 -1.685 0.491
H -0.854 -3.387 3.661
H -1.065 -1.293 2.316
H 1.276 -4.688 3.547
H 3.604 -4.912 2.576
H 5.322 -4.083 1.044
H 6.034 -2.367 -0.691
H 5.501 -0.270 -1.935
H 3.283 0.849 -1.515
O 1.050 -0.523 4.802
C 1.166 0.455 5.817
C 1.409 1.855 5.260
C 1.415 2.798 6.471
O 0.205 2.808 7.219
C 0.320 2.324 4.287
Se 0.534 1.737 2.423
C 2.776 2.000 4.582
Se 2.825 1.281 2.775
H 0.966 -1.388 5.213
H 2.006 0.219 6.485
H 0.254 0.492 6.419
H 1.654 3.809 6.124
H 2.192 2.491 7.174
H -0.511 3.047 6.620
H 0.343 3.413 4.221
H -0.677 1.996 4.591
H 3.550 1.488 5.157
H 3.037 3.056 4.506
Cl 5.682 7.463 0.369
C 4.410 6.267 0.207
C 4.751 4.936 0.041
C 3.736 3.995 -0.074
C 2.400 4.375 -0.034
C 2.088 5.717 0.135
C 3.088 6.674 0.254
C 1.275 3.333 -0.144
O 0.115 3.744 -0.089
O 1.674 2.140 -0.267
H 5.793 4.646 0.005
H 3.965 2.943 -0.182
H 1.043 5.994 0.175
H 2.850 7.722 0.378
```

spin multiplicity	2
maximum force	0.026	Eh/bohr
<S²>	0.7641
HOMO level (spin up / spin down)	-3.6 / -3.4	eV
energy relative to the best compared isomer or geometry (same formula, charge and spin)	55.28	kcal/mol
lowest unoccupied orbital energy (spin up / spin down)	1.92 / 1.94	eV
total charge	-1